Computed, not measured: a 8-piece molecular cluster, C49H73N4O25S overall, with ωB97M-V/def2-TZVPD.

The value obtained for the electronic energy is -119969.48376 eV. For the frontier orbital gap, the calculation gives 8.8 eV. The calculation puts the molecular weight at 1150.19 g mol⁻¹. The calculation puts the LUMO energy at -2.238 eV. As for the charge: +1.

Atoms and positions in Å:
1 C -1.65689 -4.05841 0.78240
2 C -2.35298 -3.35781 0.05242
3 C -3.37333 -2.31566 -0.56312
4 N -3.11942 -0.94128 -0.08888
5 C -3.45772 -0.74587 1.26590
6 C -4.03787 -1.72338 2.32770
7 C -5.59858 -1.99443 2.20246
8 C -6.49429 -0.69151 2.36070
9 C -7.21448 -0.27988 1.00154
10 O -6.94356 -0.80939 -0.07288
11 O -8.21033 0.70098 1.14649
12 C -8.69154 1.15131 -0.14677
13 C -7.61905 2.08567 -0.89935
14 N -3.10294 0.59930 1.48880
15 C -2.57535 1.11826 0.28931
16 N -2.13658 2.38153 0.19575
17 C -1.61194 3.07365 -0.97422
18 C -0.02406 3.15910 -0.91024
19 C 1.17295 3.14710 -0.62186
20 C -2.23035 3.09164 1.53181
21 C -1.66829 4.56512 1.54698
22 C -1.96265 5.27283 2.94751
23 C -2.31642 4.29083 4.13400
24 O -1.51465 3.84083 4.92484
25 O -3.68580 3.93701 4.27264
26 N -2.58367 0.14260 -0.72771
27 C -2.14631 0.06048 -2.11582
28 S -0.28183 0.13466 -2.33219
29 C -0.17209 0.50704 -4.15839
30 C -1.32066 -0.24289 -4.98589
31 H -1.35508 -4.88637 1.49025
32 H -3.42066 -2.45902 -1.67748
33 H -4.40282 -2.61654 -0.17475
34 H -3.86336 -1.26262 3.35737
35 H -3.52899 -2.73782 2.36860
36 H -5.87570 -2.60215 1.27743
37 H -5.87038 -2.67622 3.07793
38 H -7.33858 -0.93971 3.08902
39 H -5.88758 0.14568 2.81492
40 H -9.58914 1.81994 0.07492
41 H -9.07091 0.31328 -0.80349
42 H -7.90455 2.12949 -1.99894
43 H -7.57781 3.10032 -0.40908
44 H -6.59611 1.58928 -0.87045
45 H -1.85192 2.64958 -1.98519
46 H -1.93665 4.16466 -1.06498
47 H 2.17623 3.51388 -0.25138
48 H -1.57012 2.49904 2.25058
49 H -3.30938 3.13435 1.89214
50 H -0.53830 4.57288 1.38589
51 H -2.08531 5.25254 0.74360
52 H -1.14071 5.98682 3.28031
53 H -2.87955 5.94280 2.80007
54 H -4.23289 4.55908 3.74143
55 H -2.43694 -0.90393 -2.65028
56 H -2.67649 0.87231 -2.72174
57 H -0.34955 1.62058 -4.34154
58 H 0.81666 0.19444 -4.59939
59 H -1.36200 -1.37200 -4.76444
60 H -2.34404 0.20426 -4.83787
61 H -1.06161 -0.15688 -6.09020
62 C -7.76492 -1.79457 -3.35834
63 C -6.75546 -1.33326 -4.38644
64 C -5.44226 -2.05491 -4.31012
65 O -4.52748 -1.08996 -4.81045
66 C -5.06959 0.13190 -4.54866
67 O -4.47855 1.16838 -4.64952
68 O -6.36537 0.02189 -4.15070
69 H -8.73048 -1.31586 -3.53718
70 H -7.90448 -2.87676 -3.39746
71 H -7.45728 -1.50970 -2.34842
72 H -7.18582 -1.39333 -5.39163
73 H -5.42827 -2.95321 -4.92720
74 H -5.14670 -2.31893 -3.28930
75 C 5.69173 4.16143 3.78003
76 C 4.52491 4.17456 2.81834
77 C 4.80162 3.46111 1.52845
78 O 3.94656 4.14596 0.61165
79 C 3.77532 5.40657 1.09864
80 O 3.28406 6.30641 0.48486
81 O 4.24254 5.50770 2.37694
82 H 5.39452 4.59266 4.73931
83 H 6.04948 3.14686 3.95475
84 H 6.51691 4.77226 3.40513
85 H 3.62594 3.78168 3.30707
86 H 4.54799 2.40232 1.57673
87 H 5.83516 3.56386 1.18416
88 C 1.09709 -9.21879 -1.13399
89 C 0.79386 -8.02673 -0.25302
90 C 1.78406 -7.82901 0.85661
91 O 0.99981 -7.18690 1.85596
92 C -0.28582 -7.57816 1.65817
93 O -1.17674 -7.38656 2.43369
94 O -0.42834 -8.21675 0.46440
95 H 0.41218 -9.24281 -1.98476
96 H 2.11937 -9.18001 -1.51563
97 H 0.95348 -10.15632 -0.59129
98 H 0.69264 -7.12256 -0.86178
99 H 2.61880 -7.19873 0.55713
100 H 2.17376 -8.76533 1.26931
101 C 6.05332 10.81134 1.33760
102 C 6.51075 9.53073 0.67506
103 C 6.11543 8.29044 1.42285
104 O 7.14227 7.37099 1.06063
105 C 8.24702 8.11411 0.76741
106 O 9.34164 7.66475 0.62037
107 O 7.93660 9.43800 0.67003
108 H 6.26894 11.66687 0.69361
109 H 4.98017 10.79281 1.53805
110 H 6.58920 10.98285 2.27433
111 H 6.16431 9.49810 -0.36359
112 H 5.13758 7.91692 1.11749
113 H 6.12605 8.41365 2.51054
114 C 3.83102 -1.72385 6.10549
115 C 4.90108 -1.09126 5.24346
116 C 5.31536 0.27674 5.70258
117 O 5.73462 0.89296 4.48530
118 C 5.04662 0.28853 3.48194
119 O 5.00113 0.68900 2.35400
120 O 4.41090 -0.83005 3.92497
121 H 3.65470 -2.75521 5.79167
122 H 4.12119 -1.72901 7.15779
123 H 2.87887 -1.19833 5.99975
124 H 5.76313 -1.76166 5.15812
125 H 6.13443 0.24277 6.42098
126 H 4.49439 0.86345 6.12573
127 C 5.98950 -2.69882 -0.08960
128 C 4.58402 -2.83944 0.45153
129 C 4.51957 -3.49717 1.79968
130 O 3.23094 -4.10772 1.78086
131 C 2.93402 -4.35668 0.47731
132 O 2.02302 -5.03950 0.11104
133 O 3.81001 -3.73111 -0.35541
134 H 5.98138 -2.11520 -1.01275
135 H 6.64266 -2.19871 0.62815
136 H 6.41413 -3.67404 -0.34045
137 H 4.08243 -1.86582 0.45816
138 H 4.59454 -2.77776 2.61552
139 H 5.27353 -4.27798 1.94183
140 C 1.60270 -4.57331 -7.37017
141 C 0.79946 -4.04939 -6.20031
142 C 0.58014 -5.06462 -5.11565
143 O -0.65240 -4.63613 -4.54203
144 C -1.33462 -3.98263 -5.52084
145 O -2.49111 -3.66934 -5.44574
146 O -0.53791 -3.73755 -6.59546
147 H 1.82495 -3.76298 -8.06797
148 H 2.54640 -5.01123 -7.03904
149 H 1.03836 -5.32216 -7.93099
150 H 1.25818 -3.13621 -5.80527
151 H 1.37693 -5.05516 -4.37135
152 H 0.45462 -6.08507 -5.49043

Forces on atoms 1 to 3 (eV/Å):
-1.68 -0.26 -0.42
-0.08 0.69 0.72
0.70 -2.35 -0.24